(1)
The following is a quantum chemistry calculation of one molecule with the formula C4H10N2O4S, from the Open Molecules 2025 dataset.

Its structure (SMILES) is C[C@](N)(OS(C)(=O)=O)C(N)=O. The HOMO-LUMO gap is 10.10 eV. Its total energy is -26314.7310 eV. The HOMO energy comes out at -9.5 eV. Its multiplicity is 1.

CARTESIAN COORDINATES (ANGSTROEM)
C 1.69 0.54 1.04
C 0.79 -0.04 -0.02
N 1.02 0.59 -1.28
O -0.50 0.09 0.59
S -1.73 -0.71 -0.08
C -2.66 0.84 -0.55
O -1.34 -1.53 -1.17
O -2.32 -1.39 1.01
C 1.20 -1.61 -0.13
N 0.63 -2.38 0.77
O 1.92 -1.88 -1.04
H 1.35 1.55 1.16
H 1.50 -0.09 1.95
H 2.75 0.41 0.65
H 1.53 -0.08 -1.92
H 1.33 1.61 -1.44
H -3.28 0.60 -1.37
H -3.28 1.04 0.33
H -1.84 1.44 -0.70
H -0.24 -2.06 1.22
H 0.76 -3.31 0.53

Atom charges from the Löwdin analysis, given in e for atoms 1 to 4:
1. C -0.014
2. C -0.579
3. N 0.077
4. O -0.227

***

(2)
The following is a quantum chemistry calculation of a 3-piece molecular cluster, C4H13NO2 overall, from the Open Molecules 2025 dataset.

The HOMO-LUMO gap (spin up / spin down) is 9.05 / 6.64 eV. Its total energy is -9933.8548 eV. The HOMO energy (spin up / spin down) comes out at -14.1 / -14.1 eV. Its multiplicity is 2. As for the charge: +1.

CARTESIAN COORDINATES (ANGSTROEM)
C 2.16 1.17 -1.16
C 2.04 0.41 0.18
C 0.89 1.11 0.85
C -0.44 0.82 0.55
N -1.56 1.65 0.99
H 3.01 1.88 -1.02
H 2.26 0.48 -2.01
H 1.36 1.82 -1.55
H 2.86 0.34 0.89
H 1.56 -0.54 -0.04
H 1.18 1.64 1.74
H -0.71 -0.22 0.47
H -2.30 1.63 0.25
H -1.16 2.54 1.19
H 2.05 -4.56 -1.30
H 0.81 -3.68 -1.24
O 1.77 -3.65 -1.20
H -4.99 -1.02 0.10
H -5.16 -0.68 1.50
O -5.65 -1.14 0.81

Atom charges from the Löwdin analysis, given in e for atoms 1 to 4:
1. C -0.061
2. C -0.169
3. C 0.023
4. C -0.019

***

(3)
The following is a quantum chemistry calculation of C21H59MgO23S5 as an isolated structure, from the Open Molecules 2025 dataset.

The HOMO-LUMO gap is 2.75 eV. Its total energy is -129428.0838 eV. The HOMO energy comes out at -10.8 eV. Its multiplicity is 1. As for the charge: +1.

CARTESIAN COORDINATES (ANGSTROEM)
Mg 0.97 -3.69 7.14
C -2.13 0.61 2.85
C -1.43 -0.64 2.19
C -0.76 -0.25 0.92
O -0.67 -1.42 3.13
H -1.57 1.53 3.06
H -2.49 0.34 3.84
H -2.97 0.89 2.22
H -2.24 -1.29 1.85
H -0.62 -1.08 0.22
H 0.21 0.17 1.18
H -1.39 0.46 0.39
O 1.18 -0.14 -8.70
S 0.47 0.61 -9.71
O 0.43 0.16 -11.10
O -1.11 0.73 -9.13
C -1.40 0.85 -7.76
C -2.57 0.09 -7.26
C 1.03 2.40 -9.68
H -1.79 1.87 -7.78
H -0.57 0.67 -7.06
H -2.96 0.54 -6.35
H -2.33 -0.91 -6.89
H -3.37 0.10 -8.00
H 2.12 2.33 -9.70
H 0.77 2.76 -8.68
H 0.58 2.79 -10.59
O -7.05 2.83 9.72
S -7.87 2.08 10.67
O -7.35 1.78 11.97
O -9.37 2.85 10.89
C -9.94 3.79 9.96
C -11.50 3.89 10.21
C -8.52 0.51 9.91
H -9.70 3.66 8.90
H -9.43 4.71 10.22
H -12.08 4.70 9.77
H -11.81 3.83 11.25
H -12.00 3.04 9.74
H -7.74 -0.11 9.48
H -9.18 0.74 9.07
H -9.15 0.00 10.64
O 11.34 0.46 -1.34
S 10.47 -0.51 -0.61
O 9.89 -0.05 0.63
O 9.16 -0.86 -1.65
C 7.97 -1.39 -1.14
C 7.71 -2.64 -1.96
C 11.19 -2.24 -0.57
H 7.16 -0.69 -1.36
H 7.92 -1.50 -0.05
H 8.29 -2.48 -2.87
H 6.66 -2.80 -2.18
H 8.09 -3.52 -1.44
H 11.71 -2.31 -1.52
H 10.39 -2.98 -0.50
H 11.98 -2.18 0.18
O 5.96 3.51 -5.63
S 5.63 4.87 -5.33
O 5.85 5.97 -6.28
O 3.95 4.84 -4.96
C 3.32 6.12 -4.79
C 2.08 5.71 -3.83
C 6.23 5.45 -3.68
H 2.98 6.50 -5.75
H 3.94 6.89 -4.32
H 1.29 5.27 -4.44
H 1.71 6.59 -3.31
H 2.33 5.01 -3.04
H 7.28 5.17 -3.67
H 5.69 4.94 -2.88
H 6.26 6.54 -3.65
O -1.66 -8.41 -5.10
S -0.43 -7.65 -5.13
O -0.13 -6.68 -4.06
O 0.83 -8.67 -5.14
C 1.05 -9.53 -3.98
C 2.42 -9.32 -3.36
C -0.23 -6.97 -6.73
H 1.08 -10.54 -4.40
H 0.29 -9.67 -3.21
H 2.61 -8.33 -2.95
H 3.20 -9.34 -4.12
H 2.64 -9.97 -2.52
H -1.20 -6.95 -7.23
H 0.36 -7.62 -7.37
H 0.31 -6.02 -6.74
O -0.18 -6.99 1.03
H -0.36 -6.11 1.36
H -0.27 -6.90 0.08
O 0.72 0.17 8.05
H 0.37 0.84 8.64
H 0.71 0.58 7.19
O -2.45 -5.28 7.89
H -3.17 -5.52 7.30
H -2.71 -5.65 8.74
O 1.65 -7.04 5.72
H 1.50 -7.00 4.77
H 1.82 -7.96 5.89
C -5.39 7.46 2.83
C -4.92 7.24 4.26
O -3.77 8.03 4.41
C -3.20 8.20 3.15
O -2.13 8.70 2.89
O -4.12 7.77 2.22
H -6.18 8.21 2.77
H -5.83 6.53 2.46
H -4.77 6.17 4.42
H -5.63 7.68 4.96

Atom charges from the Löwdin analysis, given in e for atoms 1 to 4:
1. Mg 0.947
2. C -0.036
3. C -0.489
4. C -0.067

***

(4)
The following is a quantum chemistry calculation of a 5-piece molecular cluster, C28H66N4O5 overall, from the Open Molecules 2025 dataset.

Its structure (SMILES) is CC1(C)CCCC(C)(C)N1O.CC1(C)CCCC(C)(C)N1O.COC[C@H](C)N.COC[C@H](C)N.CCO. The HOMO-LUMO gap is 8.90 eV. Its total energy is -46298.9986 eV. The HOMO energy comes out at -8.3 eV. Its multiplicity is 1.

CARTESIAN COORDINATES (ANGSTROEM)
C 2.40 -1.21 2.75
C 1.43 -2.34 2.47
C 0.11 -1.81 1.87
C 2.11 -3.23 1.36
C 1.55 -4.66 1.19
C 1.72 -5.38 2.58
C 0.89 -4.57 3.70
C -0.68 -4.86 3.68
C 1.38 -5.15 5.06
N 1.24 -3.14 3.72
O 0.46 -2.48 4.62
H 2.80 -0.75 1.85
H 2.03 -0.45 3.43
H 3.29 -1.64 3.21
H 0.22 -1.22 0.96
H -0.58 -2.63 1.67
H -0.48 -1.12 2.47
H 1.97 -2.78 0.38
H 3.20 -3.27 1.45
H 0.48 -4.52 0.99
H 2.07 -5.19 0.39
H 2.78 -5.39 2.82
H 1.44 -6.43 2.50
H -1.31 -4.06 4.08
H -0.96 -5.83 4.08
H -0.99 -4.84 2.64
H 0.96 -4.64 5.92
H 2.45 -5.06 5.25
H 1.05 -6.19 5.13
H 0.97 -2.67 5.42
C 0.47 -0.23 -2.20
C 1.07 -1.08 -3.32
C 2.39 -0.29 -3.79
C 1.56 -2.39 -2.63
C 0.57 -3.49 -2.31
C -0.30 -3.68 -3.56
C -0.87 -2.51 -4.36
C -1.36 -3.02 -5.70
C -2.18 -2.02 -3.61
N 0.16 -1.43 -4.46
O -0.34 -0.31 -5.15
H 1.15 0.24 -1.49
H -0.15 0.54 -2.66
H -0.24 -0.75 -1.56
H 3.02 0.06 -2.98
H 2.92 -0.95 -4.47
H 2.09 0.52 -4.45
H 2.38 -2.79 -3.23
H 2.07 -2.14 -1.70
H 1.09 -4.43 -2.14
H 0.06 -3.24 -1.38
H -1.07 -4.39 -3.26
H 0.28 -4.40 -4.14
H -0.50 -3.35 -6.29
H -1.76 -2.21 -6.31
H -2.08 -3.80 -5.46
H -2.63 -1.21 -4.19
H -1.97 -1.66 -2.60
H -2.99 -2.74 -3.57
H 0.06 -0.49 -6.01
C -1.66 3.02 4.69
O -1.99 3.76 3.60
C -2.45 5.08 3.95
C -3.07 5.69 2.62
C -4.03 4.75 1.87
N -1.99 6.17 1.80
H -0.87 3.47 5.28
H -1.40 2.02 4.34
H -2.52 2.83 5.33
H -3.26 5.04 4.68
H -1.71 5.71 4.44
H -3.67 6.55 2.92
H -3.54 3.83 1.55
H -4.54 5.21 1.03
H -4.73 4.35 2.60
H -2.26 6.60 0.92
H -1.43 5.38 1.49
C -1.10 2.99 -4.77
O -0.02 3.51 -4.01
C -0.29 3.96 -2.71
C 0.96 4.54 -2.09
C 1.97 3.42 -1.92
N 0.68 5.09 -0.80
H -1.48 2.07 -4.32
H -0.70 2.79 -5.76
H -2.00 3.60 -4.76
H -0.96 4.80 -2.84
H -0.61 3.10 -2.12
H 1.41 5.31 -2.71
H 2.33 2.89 -2.80
H 1.52 2.64 -1.30
H 2.87 3.70 -1.36
H 0.02 5.85 -0.85
H 0.29 4.31 -0.29
C 1.30 2.37 1.73
C -0.12 2.03 1.16
O -0.82 3.26 1.21
H 1.87 3.01 1.07
H 1.79 1.41 1.88
H 1.12 2.80 2.72
H -0.65 1.24 1.69
H 0.05 1.76 0.11
H -1.21 3.27 2.08

Atom charges from the Löwdin analysis, given in e for atoms 1 to 4:
1. C -0.049
2. C -0.462
3. C -0.025
4. C -0.132

***

(5)
The following is a quantum chemistry calculation of an isolated ion of composition C5H8N and charge +1, from the Open Molecules 2025 dataset.

Its structure (SMILES) is CC=C=C=C[NH3+]. The HOMO-LUMO gap is 9.37 eV. Its total energy is -6794.1276 eV. The HOMO energy comes out at -13.4 eV. Its multiplicity is 1. As for the charge: +1.

CARTESIAN COORDINATES (ANGSTROEM)
C 2.43 0.28 0.24
C 1.65 -0.88 -0.28
C 0.67 -1.46 0.35
C -0.59 -1.37 0.33
C -1.60 -0.90 -0.33
N -2.43 0.21 0.24
H 2.66 0.17 1.29
H 1.84 1.19 0.13
H 3.35 0.41 -0.32
H 2.07 -1.41 -1.13
H -2.10 -1.43 -1.13
H -2.54 0.95 -0.47
H -1.96 0.60 1.06
H -3.37 -0.12 0.51

Atom charges from the Löwdin analysis, given in e for atoms 1 to 4:
1. C -0.052
2. C -0.085
3. C 0.006
4. C -0.012

***

(6)
The following is a quantum chemistry calculation of C45H42Br2Cl61F5O4Si2 as an isolated structure, from the Open Molecules 2025 dataset.

The HOMO-LUMO gap is 7.27 eV. Its total energy is -988803.7403 eV. The HOMO energy comes out at -8.3 eV. Its multiplicity is 1.

CARTESIAN COORDINATES (ANGSTROEM)
C 0.85 -0.48 4.50
C 0.66 0.75 3.41
C 0.49 0.07 1.89
C 1.91 0.08 1.05
C 2.67 -1.37 0.98
Si 2.37 -2.33 -0.71
O 0.97 -3.29 -0.78
Si -0.51 -2.67 -1.32
C -0.92 -0.82 -1.13
O -1.97 -0.52 -0.10
C -3.23 -0.12 -0.75
O -4.24 0.13 0.32
C -5.55 0.40 -0.32
C -5.84 2.00 -0.55
O -5.79 2.77 0.72
C -1.91 -3.59 -0.28
C -1.73 -3.41 1.34
C -0.50 -4.17 2.17
C -0.26 -4.07 3.79
C -1.29 -3.17 4.70
C -2.52 -2.41 3.93
C -2.75 -2.51 2.31
C -0.82 -3.37 -3.13
C -0.01 -2.56 -4.30
C -0.72 -1.16 -4.77
Cl -0.06 -3.67 -5.82
C 3.85 -3.65 -0.72
Br 4.65 -3.94 1.09
C 3.40 -5.11 -1.29
C 2.54 -6.03 -0.20
Br 2.57 -5.08 -3.13
C 2.82 -1.15 -2.12
F 1.75 -0.36 -2.74
F 3.49 -1.90 -3.25
C 3.97 -0.02 -1.66
C 5.42 -0.37 -1.00
C 6.55 0.80 -0.60
C 6.24 2.40 -0.82
C 4.75 2.78 -1.46
C 4.48 4.41 -1.67
F 3.52 4.93 -0.67
F 5.75 5.19 -1.63
F 3.93 4.55 -3.06
C 3.64 1.61 -1.89
H 1.92 -0.44 5.00
H 0.80 -1.48 3.90
H -0.02 -0.34 5.29
H 1.62 1.41 3.51
H -0.25 1.47 3.68
H -0.23 0.82 1.30
H -0.03 -0.98 1.91
H 1.81 0.63 -0.01
H 2.63 0.80 1.68
H 3.83 -1.14 1.15
H 2.36 -2.06 1.89
H -0.03 -0.10 -0.93
H -1.41 -0.46 -2.15
H -3.63 -0.98 -1.43
H -3.08 0.91 -1.30
H -5.65 -0.16 -1.34
H -6.39 0.01 0.41
H -5.03 2.39 -1.31
H -6.89 2.11 -1.07
H -6.65 2.58 1.21
H -2.91 -3.02 -0.58
H -2.05 -4.71 -0.63
H 0.21 -4.84 1.53
H 0.66 -4.70 4.22
H -1.12 -3.13 5.87
H -3.29 -1.79 4.56
H -3.65 -2.00 1.71
H -0.42 -4.48 -3.09
H -1.99 -3.37 -3.34
H 1.13 -2.48 -4.03
H -1.86 -1.21 -4.42
H -0.72 -1.04 -5.93
H -0.26 -0.18 -4.31
H 4.73 -3.27 -1.44
H 4.42 -5.72 -1.44
H 1.58 -6.39 -0.80
H 3.10 -7.04 0.09
H 2.15 -5.43 0.71
H 5.75 -1.47 -0.77
H 7.59 0.47 -0.15
H 7.03 3.24 -0.53
H 2.65 2.01 -2.37
C 3.11 3.62 6.08
Cl 3.75 2.09 5.41
Cl 3.23 4.90 4.85
Cl 1.40 3.40 6.54
Cl 4.06 4.08 7.51
C 7.01 0.73 7.18
Cl 6.92 -0.34 5.75
Cl 7.38 2.39 6.65
Cl 5.45 0.72 8.03
Cl 8.29 0.16 8.27
C -1.69 -7.92 5.11
Cl -1.78 -8.99 3.68
Cl -1.32 -6.26 4.58
Cl -3.25 -7.93 5.96
Cl -0.41 -8.49 6.20
C -7.39 -3.34 0.06
Cl -8.03 -4.74 0.96
Cl -8.33 -1.89 0.48
Cl -5.68 -3.09 0.51
Cl -7.51 -3.65 -1.69
C -3.73 3.30 -4.63
Cl -5.13 4.19 -3.97
Cl -4.20 2.50 -6.15
Cl -2.39 4.43 -4.93
Cl -3.21 2.07 -3.45
C -2.53 7.89 -2.28
Cl -3.52 6.50 -2.79
Cl -2.38 7.90 -0.50
Cl -0.91 7.77 -3.01
Cl -3.31 9.40 -2.82
C 3.47 -10.50 5.22
Cl 3.91 -10.16 3.53
Cl 3.37 -12.27 5.47
Cl 4.70 -9.82 6.31
Cl 1.89 -9.77 5.58
C -7.03 11.15 -3.12
Cl -8.29 12.34 -3.54
Cl -7.38 10.46 -1.51
Cl -7.01 9.85 -4.34
Cl -5.44 11.96 -3.09
C -4.93 0.52 6.62
Cl -4.38 -0.70 5.45
Cl -4.85 -0.15 8.27
Cl -3.88 1.96 6.52
Cl -6.61 0.99 6.25
C -5.83 12.45 -7.65
Cl -6.82 11.06 -8.16
Cl -5.68 12.46 -5.88
Cl -4.21 12.33 -8.38
Cl -6.61 13.96 -8.19
C 5.57 8.04 7.85
Cl 6.20 6.51 7.18
Cl 5.69 9.32 6.62
Cl 3.86 7.82 8.31
Cl 6.52 8.50 9.28
C -3.43 8.41 -9.80
Cl -4.83 9.30 -9.14
Cl -3.90 7.62 -11.32
Cl -2.09 9.55 -10.10
Cl -2.91 7.18 -8.62
C 5.87 -1.10 -6.14
Cl 6.67 -2.44 -5.29
Cl 7.05 -0.28 -7.20
Cl 4.53 -1.74 -7.13
Cl 5.23 0.07 -4.96
C -4.03 -1.66 -6.86
Cl -2.51 -2.28 -7.55
Cl -3.67 -0.34 -5.72
Cl -5.07 -1.04 -8.17
Cl -4.88 -2.97 -6.01
C 7.37 -12.40 5.04
Cl 9.04 -13.00 5.18
Cl 7.37 -10.62 5.15
Cl 6.69 -12.90 3.47
Cl 6.38 -13.07 6.36

Atom charges from the Löwdin analysis, given in e for atoms 1 to 4:
1. C -0.132
2. C -0.229
3. C -0.195
4. C -0.233

***

(7)
The following is a quantum chemistry calculation of an isolated ion of composition C4H5O and charge -1, from the Open Molecules 2025 dataset.

The HOMO-LUMO gap (spin up / spin down) is 5.23 / 5.23 eV. Its total energy is -6270.7185 eV. The HOMO energy (spin up / spin down) comes out at -0.8 / -0.8 eV. Its multiplicity is 1. As for the charge: -1.

CARTESIAN COORDINATES (ANGSTROEM)
O -1.34 -0.66 1.74
C -0.20 -0.09 1.13
H -1.35 -1.60 1.54
H 0.43 0.47 1.83
C 0.20 -0.48 -0.13
C 0.98 0.43 -1.02
C -0.54 0.53 -0.88
H 1.43 -0.04 -1.91
H 1.60 1.25 -0.63
H -1.21 0.19 -1.67

Atom charges from the Löwdin analysis, given in e for atoms 1 to 4:
1. O -0.067
2. C -0.237
3. H 0.061
4. H 0.105

***

(8)
The following is a quantum chemistry calculation of one molecule with the formula C5H7N3, from the Open Molecules 2025 dataset.

Its structure (SMILES) is Nc1cccc(N)n1. The HOMO-LUMO gap is 9.02 eV. Its total energy is -9769.3877 eV. The HOMO energy comes out at -7.9 eV. Its multiplicity is 1.

CARTESIAN COORDINATES (ANGSTROEM)
N 2.24 -1.17 -0.19
C 1.13 -0.38 -0.04
C 1.21 1.03 0.02
C 0.02 1.70 -0.07
C -1.21 1.05 -0.08
C -1.18 -0.33 -0.04
N -2.28 -1.16 -0.12
N -0.02 -1.06 -0.07
H 2.13 -2.11 0.27
H 3.11 -0.72 0.19
H 2.15 1.57 0.02
H 0.02 2.81 -0.19
H -2.10 1.65 -0.09
H -2.05 -2.10 0.19
H -3.18 -0.78 0.20

Atom charges from the Löwdin analysis, given in e for atoms 1 to 4:
1. N 0.082
2. C -0.418
3. C -0.055
4. C -0.107

***

(9)
The following is a quantum chemistry calculation of a 10-piece molecular cluster, C5H26NO11 overall, from the Open Molecules 2025 dataset.

The HOMO-LUMO gap is 8.90 eV. Its total energy is -29621.3127 eV. The HOMO energy comes out at -6.3 eV. Its multiplicity is 1. As for the charge: -1.

CARTESIAN COORDINATES (ANGSTROEM)
O 1.04 -1.97 -0.75
C 1.24 -0.87 -0.17
O 2.25 -0.52 0.44
C -0.05 -0.10 -0.14
C -0.08 1.43 0.35
C -1.10 2.21 -0.43
C -0.80 3.15 -1.28
N -2.39 1.73 -0.17
H -0.54 -0.08 -1.13
H -0.71 -0.64 0.52
H 0.96 1.99 0.34
H -0.34 1.56 1.52
H 0.17 3.36 -1.54
H -1.59 3.68 -1.79
H -3.16 2.30 -0.32
H -2.58 1.36 0.79
H -2.31 -0.76 -1.14
H -3.20 -0.52 -2.23
O -2.79 -1.21 -1.74
H 4.43 1.34 0.05
H 3.05 0.92 0.43
O 3.62 1.73 0.20
H -1.27 -3.27 -1.09
H -0.37 -2.69 -0.10
O -1.11 -3.18 -0.15
H 0.16 -1.07 4.63
H 0.47 -0.30 3.39
O -0.13 -0.31 4.13
H -1.86 0.39 3.07
H -2.16 1.85 3.18
O -2.53 1.10 2.85
H 3.41 -0.73 2.09
H 2.65 0.15 2.94
O 2.89 -0.81 2.91
H -0.65 -2.07 -2.84
H 0.80 -2.53 -2.98
O 0.08 -2.21 -3.53
H 2.46 -2.99 -0.57
H 3.54 -2.49 0.13
O 3.36 -3.30 -0.33
H -0.91 1.31 -3.47
H -2.04 1.51 -2.54
O -1.89 1.55 -3.51

Atom charges from the Löwdin analysis, given in e for atoms 1 to 4:
1. O -0.075
2. C -0.599
3. O -0.035
4. C -0.070

***

- What is the multiplicity in the ninth record?
  1

***

- What is the formula in the sixth record?
  C45H42Br2Cl61F5O4Si2